The following is a quantum chemistry calculation of a molecular structure, ClNa7O4 at a distorted geometry, from the Open Molecules 2025 dataset.

gap between HOMO and LUMO (spin up / spin down) = 13.355 / 7.258 eV
multiplicity = 2
charge = +7

Geometry as XYZ:
```
12
ClNa7O4 ωB97M-V/def2-TZVPD
Na -3.26 -1.15 -2.52
Na -2.18 0.79 3.24
Na 2.60 -2.02 1.62
Na -0.52 -2.34 1.29
Na 1.61 3.84 -1.40
Na 1.35 -2.25 -2.44
Na 1.59 1.77 2.13
Cl -0.26 0.25 -0.43
O 0.14 1.63 -0.91
O -1.21 0.52 0.56
O -0.50 -0.60 -1.58
O 0.63 -0.44 0.44
```



The following is a quantum chemistry calculation of a molecular structure, C30H24AsIrN3O7 at a distorted geometry, from the Open Molecules 2025 dataset.

gap between HOMO and LUMO (spin up / spin down) = 4.178 / 4.050 eV
ΔE to the lowest compared entry with this formula, charge and spin = 683.2 kJ/mol
multiplicity = 2

Geometry as XYZ:
```
66
C30H24AsIrN3O7 ωB97M-V/def2-TZVPD
Ir 0.34 -0.02 -0.07
O 0.41 4.15 -0.57
C 0.06 3.02 -0.31
O 0.84 2.09 0.08
C -1.40 2.64 -0.39
C -2.35 3.65 -0.50
C -3.66 3.30 -0.61
C -4.03 1.94 -0.58
C -5.35 1.54 -0.82
C -5.68 0.18 -0.88
C -4.76 -0.77 -0.58
C -3.40 -0.44 -0.08
C -3.00 0.98 -0.36
N -1.73 1.35 -0.30
H -1.99 4.67 -0.51
H -4.44 4.05 -0.70
H -6.10 2.30 -1.01
H -6.67 -0.10 -1.19
H -5.03 -1.82 -0.62
H -3.44 -0.52 1.02
C 2.74 1.83 4.84
C 1.76 0.93 5.25
C 1.04 0.22 4.32
C 1.28 0.39 2.94
C 2.29 1.26 2.55
C 3.00 1.98 3.49
N 0.50 -0.30 2.02
N -0.31 -1.16 2.52
C -1.16 -1.74 1.65
C -2.03 -2.77 2.06
C -2.80 -3.40 1.08
C -2.91 -2.89 -0.17
C -2.34 -1.55 -0.50
C -1.13 -1.27 0.33
H 3.27 2.42 5.57
H 1.57 0.79 6.30
H 0.27 -0.47 4.62
H 2.50 1.39 1.49
H 3.78 2.66 3.17
H -2.00 -3.14 3.07
H -3.30 -4.33 1.32
H -3.45 -3.41 -0.94
H -2.15 -1.44 -1.57
O 1.59 -4.02 -4.98
C 1.33 -3.34 -4.02
C 1.75 -3.61 -2.59
O 2.39 -4.56 -2.20
C 1.28 -2.45 -1.80
C 0.57 -1.53 -2.65
O 0.14 -0.42 -2.23
C 0.55 -2.03 -4.04
O 0.02 -1.54 -5.01
O 1.44 -2.24 -0.58
C 4.38 -0.36 0.11
As 2.90 0.41 -0.94
C 3.50 2.28 -1.11
C 3.50 -0.20 -2.71
H 5.32 -0.17 -0.40
H 4.22 -1.44 0.20
H 4.42 0.06 1.12
H 4.56 2.31 -1.35
H 3.30 2.85 -0.20
H 2.93 2.74 -1.91
H 4.45 0.29 -2.94
H 2.78 0.07 -3.48
H 3.65 -1.28 -2.73
```



The following is a quantum chemistry calculation of a molecular structure, C13H20N3O4S2Zn at a distorted geometry, from the Open Molecules 2025 dataset.

gap between HOMO and LUMO = 9.010 eV
multiplicity = 1
charge = +1

Geometry as XYZ:
```
43
C13H20N3O4S2Zn ωB97M-V/def2-TZVPD
Zn 0.30 -0.58 0.04
C 0.96 2.35 -1.37
O 1.34 1.64 -0.19
C 2.75 1.54 -0.05
C 3.28 0.28 -0.74
O 2.58 -0.87 -0.30
C 3.13 -1.58 0.80
C 2.45 -1.19 2.12
O 1.07 -1.50 2.09
C 0.80 -2.89 2.31
H 1.33 3.38 -1.32
H -0.13 2.36 -1.40
H 1.33 1.87 -2.27
H 2.95 1.49 1.03
H 3.24 2.43 -0.45
H 4.36 0.18 -0.57
H 3.10 0.34 -1.82
H 4.21 -1.41 0.87
H 2.94 -2.64 0.60
H 2.51 -0.11 2.27
H 2.95 -1.69 2.96
H 1.71 -3.45 2.53
H 0.33 -3.33 1.43
H 0.13 -2.97 3.17
N -0.83 1.85 2.12
C -1.67 1.53 1.13
N -1.35 0.74 0.13
C -2.39 0.62 -0.77
C -2.35 -0.08 -1.98
C -3.49 -0.13 -2.75
C -4.66 0.51 -2.36
C -4.70 1.25 -1.19
C -3.56 1.29 -0.40
S -3.30 2.15 1.10
H 0.15 1.63 1.99
H -1.08 2.54 2.80
H -1.43 -0.54 -2.31
H -3.48 -0.69 -3.68
H -5.54 0.45 -2.97
H -5.60 1.77 -0.90
O -2.13 -3.85 -0.80
S -1.83 -2.52 -0.33
N -0.38 -2.16 -0.56
```



The following is a quantum chemistry calculation of C4H8N2OS in the gas phase at a distorted geometry, from the Open Molecules 2025 dataset.

gap between HOMO and LUMO = 9.123 eV
ΔE to the lowest compared entry with this formula, charge and spin = 275.5 kJ/mol
multiplicity = 1
structure (SMILES) = CN(C=O)N(C)C=S

Geometry as XYZ:
```
16
C4H8N2OS ωB97M-V/def2-TZVPD
C -1.20 0.57 1.33
N -0.68 -0.17 0.09
C -1.44 -1.17 -0.57
O -2.59 -1.45 -0.37
N 0.67 -0.04 -0.21
C 0.97 1.23 -1.03
C 1.57 -1.08 0.17
S 3.19 -0.91 0.21
H -1.23 1.64 1.20
H -2.23 0.20 1.53
H -0.45 0.38 2.00
H -0.69 -1.73 -1.14
H 0.03 1.34 -1.84
H 1.92 0.85 -1.63
H 1.27 2.18 -0.35
H 0.91 -1.85 0.59
```



The following is a quantum chemistry calculation of a molecular structure, C42H54Cl3CsN7P2, from the Open Molecules 2025 dataset.

gap between HOMO and LUMO = 4.544 eV
multiplicity = 1
charge = -1

Geometry as XYZ:
```
109
C42H54Cl3CsN7P2 ωB97M-V/def2-TZVPD
Cs 0.94 -0.56 0.74
C 1.98 3.24 0.38
C 3.49 3.38 0.19
C 4.13 2.18 -0.51
N 3.94 1.01 0.32
C 4.94 0.22 0.56
C 6.17 0.19 -0.19
C 7.42 -0.26 0.17
C 7.90 -0.75 1.39
C 7.12 -0.99 2.52
C 5.75 -0.96 2.69
C 4.71 -0.72 1.73
N 3.50 -1.15 1.84
C 2.98 -1.69 3.08
C 2.62 -0.53 4.04
C 1.17 -0.47 4.59
N 0.06 -0.51 3.65
C -0.55 0.57 3.26
C -1.65 0.47 2.33
C -2.66 1.37 2.05
C -2.97 2.60 2.61
C -2.19 3.25 3.59
C -0.92 2.98 3.99
C -0.02 1.97 3.43
N 1.19 2.13 3.04
C 1.73 3.47 2.93
C 1.41 4.06 1.54
H 1.77 2.18 0.56
H 1.47 3.52 -0.55
H 3.97 3.47 1.17
H 3.72 4.30 -0.36
H 5.19 2.41 -0.68
H 3.68 2.04 -1.50
H 6.10 0.60 -1.19
H 8.17 -0.16 -0.61
H 8.97 -0.94 1.46
H 7.68 -1.28 3.41
H 5.40 -1.23 3.68
H 3.63 -2.43 3.57
H 2.06 -2.23 2.83
H 2.81 0.41 3.53
H 3.28 -0.55 4.91
H 1.12 0.43 5.22
H 1.03 -1.32 5.26
H -1.72 -0.49 1.82
H -3.37 1.02 1.29
H -3.90 3.07 2.31
H -2.65 4.13 4.05
H -0.46 3.66 4.70
H 2.81 3.41 3.06
H 1.35 4.16 3.69
H 1.78 5.08 1.49
H 0.32 4.11 1.46
C -1.72 -3.56 -2.23
P -2.08 -2.23 -1.02
C -3.18 -1.14 -2.06
N -4.21 -1.70 -2.65
C -5.11 -0.89 -3.27
C -6.24 -1.46 -3.91
C -7.17 -0.65 -4.49
C -7.01 0.76 -4.46
C -5.93 1.32 -3.86
C -4.94 0.50 -3.26
N -3.83 1.06 -2.72
C -2.95 0.28 -2.17
P -1.36 1.05 -1.58
C -1.89 2.79 -1.39
C -0.42 1.05 -3.22
C -1.23 1.50 -4.43
C 0.11 -0.37 -3.44
C 0.78 1.99 -3.02
C -3.32 -3.05 0.12
C -4.21 -1.98 0.74
C -2.46 -3.68 1.23
C -4.19 -4.14 -0.52
H -2.61 -3.85 -2.80
H -1.33 -4.42 -1.69
H -0.94 -3.22 -2.91
H -6.34 -2.54 -3.90
H -8.04 -1.08 -4.97
H -7.76 1.38 -4.93
H -5.78 2.39 -3.84
H -2.39 3.21 -2.26
H -1.01 3.37 -1.13
H -2.56 2.82 -0.53
H -2.01 0.78 -4.68
H -0.57 1.59 -5.29
H -1.71 2.46 -4.27
H -0.70 -1.10 -3.47
H 0.83 -0.66 -2.67
H 0.63 -0.41 -4.41
H 0.47 3.03 -2.95
H 1.45 1.90 -3.88
H 1.35 1.74 -2.13
H -3.63 -1.17 1.19
H -4.81 -2.42 1.54
H -4.90 -1.55 0.01
H -1.91 -2.92 1.78
H -1.74 -4.40 0.82
H -3.10 -4.22 1.93
H -4.78 -3.74 -1.35
H -4.87 -4.53 0.24
H -3.59 -4.97 -0.89
Cl 3.86 -5.67 -1.52
C 3.39 -4.70 -0.10
Cl 4.75 -3.87 0.57
Cl 2.61 -5.76 1.10
C 2.36 -3.76 -0.56
N 1.57 -3.01 -0.94
```



Results for E: -51514.256, -113973.220, -96547.814, -20137.979, -111552.668 (in eV, following the order of the records).